(1)
This record from OMol25 describes a molecular structure, C22H61N5O9V2 at a distorted geometry. The level of theory is ωB97M-V with the def2-TZVPD basis set.

```
99
C22H61N5O9V2 (ωB97M-V with the def2-TZVPD basis set)
V 1.0096 -3.8258 1.6632
V 2.3865 -1.2120 3.5740
O 1.4515 1.6759 5.8307
O -2.2594 2.3000 3.1755
O -0.4380 -3.2380 1.7167
O 0.9695 -2.2855 -4.1489
O 0.9737 -0.6194 3.9473
O -1.3059 3.5097 -1.6011
O 0.5733 -4.1298 -0.4366
O 1.7677 -1.5759 1.3191
O 1.8062 -3.3394 3.5327
N -1.3668 -0.8535 -3.7984
N 3.4453 0.8409 3.4312
N 2.8660 -4.9277 1.1510
N -3.8680 -0.1738 2.6903
N -2.1761 4.4008 -4.2703
C -2.9702 0.4400 1.7516
C -1.0879 -1.5126 -5.0774
C -3.4829 2.7676 -3.0649
C 4.0712 -5.4542 -0.8959
C -3.0164 4.2685 -3.1264
C 1.5977 2.3565 2.9350
C -2.7308 1.9480 1.8862
C -3.4909 -0.0030 0.3419
C 1.0376 2.0734 7.1557
C 2.9117 -4.7151 -0.2753
C 2.8778 2.1316 3.8093
C 1.5562 -5.0735 -0.9238
C -0.5894 -3.8783 -1.2775
C -0.2342 3.8277 -0.6953
C -2.2416 4.6272 -1.8130
C 1.6257 -0.7137 0.1540
C -1.9326 -0.7643 -6.2084
C 2.4004 -2.5700 -4.0500
C 0.2051 -0.2622 0.2051
C 0.4151 -1.4888 -5.2111
C 2.6255 2.4052 5.3279
C -1.9742 3.6892 3.2583
H -3.6794 2.4847 1.8760
H -4.2277 2.5123 -3.8186
H -1.7962 0.3140 -6.1256
H -2.6582 2.0570 -3.1206
H 2.4638 -2.8439 -2.9969
H 0.0329 0.5992 0.8505
H 1.1865 3.3655 2.9011
H 0.4556 4.5145 -1.1858
H 1.8075 -4.9564 -1.9779
H 3.5986 2.8203 3.3687
H 0.9627 3.1521 7.2930
H -1.8715 5.6520 -1.8407
H -1.7490 5.3151 -4.2292
H -0.1603 0.1443 -0.7379
H -4.3239 0.5881 -0.0387
H 3.8941 0.9715 2.5359
H -2.8238 4.2800 2.9160
H 0.2725 2.8792 -0.5166
H -0.3733 -3.4346 -2.2493
H -1.9141 2.2499 1.2305
H -2.7099 0.1975 -0.3915
H -1.5773 4.0026 4.2239
H 1.3076 -3.5754 4.3391
H -2.0305 -0.1066 1.8305
H -1.2659 -3.0854 -0.9584
H 2.7682 -3.4038 -4.6481
H 1.6427 1.7149 7.9884
H -3.9117 2.5071 -2.0973
H -0.5104 4.2254 0.2813
H 4.0421 -6.5436 -0.9146
H -2.9926 4.5081 -1.0321
H 0.7163 -1.7914 -6.2140
H 2.5702 3.4846 5.4692
H -1.1825 3.8510 2.5269
H -4.7637 -0.4517 2.3155
H -1.4015 -2.5533 -4.9964
H 1.6253 -1.2949 -0.7682
H 1.2876 -6.1275 -0.8518
H 4.2821 0.7456 3.9887
H -3.8658 4.9408 -3.2468
H -2.9695 -1.0136 -5.9832
H -1.5457 -1.0617 -7.1831
H -3.9766 0.5639 3.3715
H -1.1988 0.1421 -3.8261
H 0.7301 1.8307 3.3338
H 0.6514 -0.4260 -5.1573
H 1.7523 1.9198 1.9484
H -3.7783 -1.0541 0.3164
H 5.0390 -5.1155 -0.5260
H 2.2286 0.1932 0.1092
H -0.6140 -1.1821 -3.2107
H 0.0729 1.5874 7.3018
H 2.9965 -5.9246 1.0545
H 3.5299 2.1954 5.8990
H 3.0935 -3.6539 -0.4457
H -1.2206 -4.7647 -1.3422
H 2.8844 -1.6632 -4.4129
H 3.9788 -5.2496 -1.9625
H -0.5354 -0.9973 0.5205
H 3.7429 -4.6422 1.5628
H -1.3966 3.7612 -4.3288
```

Orbital gap (alpha / beta), eV: 4.22 / 4.66
E_tot, hartree: -3713.0570
⟨S²⟩: 2.09
Charge: +2
Multiplicity: 3

(2)
This record from OMol25 describes 7 unconnected molecules or ions with the total composition C22H61N6O9 at a distorted geometry. The level of theory is ωB97M-V with the def2-TZVPD basis set.

```
98
C22H61N6O9 (ωB97M-V with the def2-TZVPD basis set)
O -4.7656 0.8217 0.8855
O 2.9704 2.6945 -1.2576
O -2.1204 0.8513 -4.3896
O 1.7638 -0.6866 -2.7515
O 1.2365 0.6139 0.2731
O -0.5168 1.4694 1.1176
O 3.5485 -0.6316 2.5975
O 0.2243 2.1128 -0.8126
O 1.4896 -3.3707 3.2847
N -0.1413 -2.0990 -1.0524
N 0.2853 1.3971 0.1874
N -0.2232 -1.1673 2.2881
N 4.4611 0.1780 -0.0711
N -2.9103 -2.3550 1.5794
N -2.8671 2.2277 -0.9987
C -4.3188 0.8086 -2.4196
C 4.0774 -1.0444 3.8994
C -3.7498 -1.4666 0.8225
C -4.9256 1.9793 1.7029
C -1.3916 1.2340 -5.5493
C 3.0722 3.8082 -2.0961
C 0.2840 -2.9429 3.9116
C -0.1335 -2.2133 -2.5068
C 5.0194 0.6172 1.2035
C 1.8406 -4.6963 3.6519
C 2.3290 0.4062 -3.3975
C 0.4423 -0.9292 -3.1791
C 3.9453 0.6917 2.2778
C -1.6052 -2.5438 -2.9346
C -4.9974 -2.1838 0.3879
C 0.0039 -1.4485 3.6669
C 5.6874 1.9470 0.9089
C -2.8521 1.2776 -2.1045
C 4.2632 4.7156 -1.7526
C -1.2308 -0.9460 4.4261
C -2.1067 1.8149 -3.3025
C -4.0796 -0.1809 1.6110
H 2.1694 4.4203 -2.0499
H -2.4302 2.8106 -3.6124
H -0.2142 -0.0911 -2.9348
H -3.4556 -2.6668 2.3735
H -2.1985 -1.6451 -2.7637
H 0.8887 -0.9059 4.0037
H 1.9788 -4.7540 4.7343
H 4.2170 1.2508 3.1765
H -5.6268 -1.5505 -0.2386
H -3.0923 0.2155 1.8610
H -1.1557 -1.5363 2.1312
H -2.7444 -3.1893 1.0325
H 2.0507 2.4043 -1.3282
H -0.3062 1.3240 -5.4664
H -2.0654 -3.3654 -2.3849
H -1.0816 1.9440 -2.9483
H 5.8509 -0.0345 1.4799
H 5.2754 0.2073 -0.6702
H 0.4527 -1.0299 -4.2672
H -4.9351 0.5762 -1.5519
H -3.3587 1.6843 -0.2967
H -4.5478 -0.4335 2.5653
H 3.1006 1.2943 1.9383
H -1.8103 2.1971 -5.8493
H -3.2737 -1.1611 -0.1110
H -4.8239 1.6226 -2.9421
H 5.2192 4.2321 -1.9614
H -2.2264 0.5093 -1.6437
H -0.5864 -2.9159 -0.6565
H 4.3087 5.5937 -2.3976
H -1.9543 2.2091 -0.5571
H 2.2528 0.2579 -4.4790
H 4.2752 4.9812 -0.6955
H -5.5675 -2.5368 1.2489
H -0.7767 -1.3506 -0.8047
H -5.4908 1.7803 2.6157
H -2.1683 -1.4393 4.1669
H -1.1522 -1.2015 5.4873
H 3.5652 -0.4926 4.6896
H -0.5075 -3.6073 3.5565
H 6.3949 1.8798 0.0825
H 3.3676 0.6021 -3.1345
H -1.3500 0.1369 4.4065
H 6.1415 2.3035 1.8362
H -0.4247 -0.1846 2.1306
H 3.8235 -2.0948 4.0346
H -1.4506 0.6122 -6.4434
H -5.4235 2.7844 1.1631
H -1.6625 -2.8394 -3.9840
H 1.7841 1.3416 -3.2499
H 3.8477 0.9496 -0.3080
H -4.0296 2.4746 2.0828
H 3.1781 3.4675 -3.1290
H 0.3911 -3.0767 4.9914
H 0.4813 -3.0775 -2.7625
H 2.7653 -4.9299 3.1258
H 4.9503 2.6870 0.5932
H -4.7490 -3.0621 -0.2100
H 1.0671 -5.4332 3.4249
H -4.3192 -0.0410 -3.1029
H 5.1538 -0.8684 3.8949
```

Orbital gap, eV: 7.70
E_tot, hartree: -1880.2963
Charge: -1